16
Properties=species:S:1:pos:R:3:forces:R:3 method="wB97M-V/def2-TZVPD" e_lumo_ev=0.8 homo_energy_ha=-0.352 multiplicity=1 e_above_lowest_kcal_mol=45.15 energy_ev=-8867.255
O -3.227 1.561 -0.974 1.09 -1.52 -0.06
N 1.794 -1.748 -0.071 -0.74 0.64 0.17
C -2.460 0.615 -1.033 0.83 2.29 0.83
C 1.107 -0.710 0.241 -0.79 -1.99 -0.74
C 1.672 0.392 1.095 -0.39 0.11 -0.01
C -0.931 0.689 -0.402 -3.42 0.19 -1.08
C -0.468 -0.706 -0.277 3.58 -0.42 0.92
H -2.774 -0.320 -1.542 0.27 -0.01 0.17
H -1.052 -1.287 0.442 0.09 0.07 -0.01
H 1.018 0.566 1.953 0.03 0.21 -0.05
H -0.470 -1.231 -1.237 0.08 -0.01 0.21
H -1.038 1.191 0.562 0.07 0.13 -0.19
H 2.668 0.134 1.470 -0.22 -0.06 -0.16
H 2.731 -1.744 0.351 -0.31 0.26 -0.20
H -0.328 1.287 -1.088 -0.06 0.02 0.05
H 1.756 1.311 0.510 -0.11 0.07 0.17